The following is a DFT calculation (ωB97M-V/def2-TZVPD) of C20H29InNO8 as an isolated structure.

Atoms and positions in Å:
C (2.65097, 2.05398, 3.10987)
C (1.43113, 1.16723, 3.13702)
C (0.53928, 1.32656, 4.16996)
C (-0.60901, 0.61255, 4.28249)
C (-0.88561, -0.29450, 3.29907)
C (-0.02260, -0.50191, 2.26382)
C (1.16669, 0.22035, 2.15876)
C (2.06603, -0.08849, 0.97731)
In (4.21142, -0.59530, 1.50790)
O (4.28693, -1.59866, 3.37991)
N (3.50029, -2.66116, 3.40407)
O (3.36763, -3.11712, 4.50976)
H (3.35701, 1.85593, 3.91480)
H (3.10951, 2.01377, 2.12967)
H (2.29926, 3.08787, 3.23005)
H (0.77988, 2.06153, 4.93658)
H (-1.29527, 0.75836, 5.10756)
H (-1.79712, -0.88590, 3.31531)
H (-0.29501, -1.24341, 1.51325)
H (1.67845, -0.94542, 0.43475)
H (2.03803, 0.74912, 0.26639)
H (5.05461, -1.45565, 0.19915)
H (5.13422, 0.92702, 1.76681)
O (-0.30460, -2.07868, -0.40517)
C (-0.96961, -1.31627, -1.04142)
O (-2.24426, -0.98797, -0.69963)
C (-2.81715, -0.13651, -1.70876)
C (-1.62825, 0.48770, -2.42387)
C (-0.57745, -0.61445, -2.32139)
H (-3.42784, -0.75176, -2.37228)
H (-3.45615, 0.60334, -1.23467)
H (-1.85328, 0.79282, -3.44462)
H (-1.28775, 1.36855, -1.87682)
H (-0.64758, -1.32622, -3.14607)
H (0.43023, -0.21828, -2.25158)
O (-5.96968, -0.39737, -1.69079)
C (-6.25259, -1.45625, -1.21344)
O (-7.29809, -2.20999, -1.64279)
C (-7.44131, -3.36849, -0.80392)
C (-6.07674, -3.57077, -0.16172)
C (-5.56247, -2.13897, -0.04909)
H (-8.22181, -3.16669, -0.06629)
H (-7.74571, -4.21625, -1.41420)
H (-6.12286, -4.10178, 0.78726)
H (-5.43193, -4.13964, -0.83344)
H (-5.88228, -1.65930, 0.87710)
H (-4.48119, -2.07815, -0.14931)
O (2.26376, 1.34188, -2.89051)
C (3.26949, 1.98370, -2.95553)
O (3.75342, 2.46674, -4.13199)
C (5.02189, 3.10243, -3.91470)
C (5.03699, 3.47016, -2.43996)
C (4.20458, 2.35066, -1.82113)
H (5.81326, 2.39538, -4.17457)
H (5.10124, 3.97284, -4.56351)
H (6.04108, 3.55307, -2.02795)
H (4.53323, 4.42752, -2.29229)
H (4.81493, 1.48269, -1.56493)
H (3.64973, 2.68755, -0.95024)

E_LUMO, hartree: 0.080
Calculated total energy, eV: -44253.15569
Total charge: -1
HOMO-LUMO gap, eV: 6.772

Quick look at the Löwdin charges, all values in e: C -0.08; C -0.25; C -0.09; C -0.12; C -0.12; C -0.05; C -0.26; C -0.22; In 0.51; O -0.34; N -0.24; O -0.08; H 0.08; H 0.00; H 0.08; H 0.11; H 0.09; H 0.10; H 0.09; H 0.01; H 0.03; H -0.13; H -0.10; O 0.11; C -0.47; O 0.01; C -0.17; C -0.15; C -0.06; H 0.12; H 0.12; H 0.11; H 0.12; H 0.13; H 0.10; O 0.12; C -0.48; O 0.02; C -0.16; C -0.15; C -0.06; H 0.12; H 0.12; H 0.12; H 0.12; H 0.14; H 0.11; O 0.12; C -0.47; O 0.02; C -0.17; C -0.16; C -0.07; H 0.12; H 0.12; H 0.12; H 0.12; H 0.13; H 0.13

---

The following is a DFT calculation (ωB97M-V/def2-TZVPD) of an isolated ion of composition C20H29N2O2 and charge +1.

Atoms and positions in Å:
C (-1.43141, 4.95137, -2.90377)
C (-0.59833, 3.85790, -2.32275)
C (0.76747, 3.85219, -2.53834)
C (1.51395, 2.81932, -1.98763)
C (0.90374, 1.80621, -1.22898)
C (-0.46696, 1.81114, -1.00790)
C (-1.21530, 2.83561, -1.55742)
C (-2.69237, 2.86416, -1.34380)
N (1.91081, 0.95477, -0.82669)
C (1.71923, -0.29558, -0.14568)
C (1.49090, -1.43270, -1.18432)
O (0.63478, -0.99754, -2.19823)
C (0.90595, -2.65223, -0.46495)
O (-0.36214, -2.25001, 0.00207)
C (-1.11815, -3.25226, 0.67874)
C (-1.37495, -2.87470, 2.14085)
C (-2.35868, -3.86377, 2.76820)
C (-2.45250, -3.68487, 4.25299)
C (-1.57364, -3.00278, 4.96634)
C (-0.37546, -2.32988, 4.37108)
C (-0.08791, -2.85148, 2.96517)
C (3.05343, 1.41182, -1.33112)
N (2.86155, 2.53050, -2.02317)
C (3.86200, 3.30874, -2.69983)
H (-0.81815, 5.65781, -3.45501)
H (-2.18090, 4.54221, -3.57923)
H (-1.95961, 5.48931, -2.11828)
H (1.23565, 4.62937, -3.12052)
H (-0.94353, 1.03526, -0.43053)
H (-3.21647, 2.82902, -2.29744)
H (-2.98930, 3.78407, -0.84277)
H (-3.01546, 2.02146, -0.74003)
H (2.58991, -0.52127, 0.47115)
H (0.83007, -0.21846, 0.48254)
H (2.44327, -1.68791, -1.66176)
H (-0.27220, -1.15718, -1.89885)
H (0.81182, -3.48267, -1.17791)
H (1.56149, -2.96626, 0.35728)
H (-2.07460, -3.34465, 0.15086)
H (-0.60064, -4.21422, 0.62495)
H (-1.81745, -1.87294, 2.15900)
H (-3.34912, -3.74139, 2.32323)
H (-2.03629, -4.88869, 2.55454)
H (-3.29397, -4.16542, 4.73030)
H (-1.69634, -2.89614, 6.03417)
H (0.49248, -2.49316, 5.01412)
H (-0.55399, -1.24926, 4.34107)
H (0.66105, -2.21743, 2.48433)
H (0.31142, -3.86598, 3.02992)
H (4.00902, 0.94392, -1.18728)
H (4.84158, 2.85977, -2.55318)
H (3.87149, 4.32669, -2.30770)
H (3.64276, 3.34820, -3.76782)

E_LUMO, hartree: -0.106
Calculated total energy, eV: -28280.37392
Total charge: +1
Relative energy (zero: lowest compared OMol25 entry of this formula, charge and spin), eV: 1.246
SMILES: Cc1cc2c(cc1C)[n+](C[C@H](O)COC[C@H]1CC=CCC1)cn2C
HOMO-LUMO gap, eV: 8.305

Quick look at the natural (NBO) charges, all values in e: C -0.64; C 0.02; C -0.21; C 0.10; C 0.20; C -0.23; C 0.03; C -0.64; N -0.30; C -0.25; C 0.08; O -0.71; C -0.09; O -0.58; C -0.05; C -0.23; C -0.44; C -0.18; C -0.18; C -0.44; C -0.39; C 0.29; N -0.28; C -0.41; H 0.23; H 0.23; H 0.23; H 0.23; H 0.23; H 0.23; H 0.23; H 0.22; H 0.23; H 0.24; H 0.19; H 0.49; H 0.20; H 0.18; H 0.19; H 0.18; H 0.20; H 0.22; H 0.21; H 0.21; H 0.21; H 0.22; H 0.21; H 0.19; H 0.20; H 0.24; H 0.23; H 0.23; H 0.23

---

The following is a DFT calculation (ωB97M-V/def2-TZVPD) of one molecule with the formula C20H29N3O2.

Atoms and positions in Å:
C (-1.27591, -2.24528, 1.00567)
C (-0.40356, -2.04998, -0.22892)
C (1.07153, -2.37886, 0.00317)
C (1.77513, -1.40276, 0.94454)
C (3.23806, -1.77637, 1.20185)
C (4.15536, -1.69513, -0.02148)
C (4.71469, -0.29822, -0.30420)
N (3.69679, 0.68974, -0.60115)
C (2.90413, 0.61991, -1.68116)
O (2.91815, -0.27541, -2.49855)
C (1.95839, 1.82948, -1.81710)
N (1.10386, 2.05501, -0.66346)
N (-0.17346, 1.63420, -0.83119)
C (-0.98816, 1.58735, 0.15455)
C (-2.32594, 1.06647, -0.10502)
C (-3.19928, 0.72029, 0.92717)
C (-4.44748, 0.20282, 0.64593)
C (-4.87061, 0.01454, -0.66543)
C (-6.22491, -0.55651, -0.94797)
C (-3.99957, 0.35678, -1.69379)
C (-2.75011, 0.87214, -1.42207)
C (-0.56599, 2.01608, 1.53669)
C (0.46918, 3.12834, 1.40516)
C (1.54568, 2.75461, 0.41233)
O (2.71599, 3.08471, 0.52775)
H (-2.32016, -2.06601, 0.75916)
H (-1.17884, -3.26116, 1.38352)
H (-0.99726, -1.55694, 1.79971)
H (-0.49243, -1.02154, -0.58237)
H (-0.77875, -2.69894, -1.02344)
H (1.57070, -2.35898, -0.96624)
H (1.15737, -3.39145, 0.40603)
H (1.25984, -1.39752, 1.90846)
H (1.71455, -0.39721, 0.52803)
H (3.63748, -1.12937, 1.98792)
H (3.25896, -2.80084, 1.58241)
H (3.63148, -2.04026, -0.91055)
H (5.01316, -2.35261, 0.13540)
H (5.39461, -0.37302, -1.16156)
H (5.27696, 0.06355, 0.55859)
H (3.65914, 1.52961, -0.03488)
H (2.56817, 2.72380, -1.98007)
H (1.30514, 1.65523, -2.67265)
H (-2.90368, 0.83190, 1.95900)
H (-5.10811, -0.06427, 1.45867)
H (-6.99202, -0.01267, -0.39898)
H (-6.26590, -1.59824, -0.62982)
H (-6.45386, -0.51186, -2.00943)
H (-4.30656, 0.21578, -2.72008)
H (-2.07635, 1.13209, -2.22241)
H (-0.13021, 1.15198, 2.05076)
H (-1.41387, 2.37052, 2.12124)
H (-0.00979, 4.03970, 1.02980)
H (0.93829, 3.36472, 2.36044)

E_LUMO, hartree: 0.008
Calculated total energy, eV: -29777.00911
Total charge: 0
Relative energy (zero: lowest compared OMol25 entry of this formula, charge and spin), eV: 1.380
SMILES: CCCCCCCNC(=O)CN1N=C(c2ccc(C)cc2)CCC1=O
HOMO-LUMO gap, eV: 8.642

Quick look at the natural (NBO) charges, all values in e: C -0.61; C -0.38; C -0.40; C -0.40; C -0.39; C -0.42; C -0.21; N -0.64; C 0.67; O -0.63; C -0.31; N -0.28; N -0.25; C 0.23; C -0.04; C -0.19; C -0.22; C 0.00; C -0.63; C -0.22; C -0.17; C -0.47; C -0.49; C 0.68; O -0.64; H 0.21; H 0.20; H 0.19; H 0.20; H 0.20; H 0.21; H 0.19; H 0.19; H 0.19; H 0.19; H 0.20; H 0.23; H 0.21; H 0.20; H 0.20; H 0.43; H 0.23; H 0.25; H 0.21; H 0.21; H 0.22; H 0.22; H 0.22; H 0.21; H 0.23; H 0.24; H 0.23; H 0.23; H 0.24

---

The following is a DFT calculation (ωB97M-V/def2-TZVPD) of one molecule with the formula C20H29N3O3S.

Atoms and positions in Å:
C (-7.10816, 2.14432, -0.83080)
C (-5.60091, 2.03413, -0.62215)
O (-5.05812, 0.76397, -0.95731)
C (-5.20442, -0.29637, -0.04174)
C (-4.52147, -0.04066, 1.31541)
N (-3.14815, 0.35695, 1.14420)
C (-2.14083, -0.55906, 1.22783)
O (-2.32829, -1.70107, 1.60098)
C (-0.79345, -0.04391, 0.86588)
C (-0.43369, 1.30064, 1.00049)
C (0.83152, 1.73955, 0.67257)
C (1.76661, 0.82942, 0.18899)
N (3.04424, 1.11777, -0.17761)
C (3.68310, 0.07440, -0.58271)
N (4.93158, 0.09101, -1.06255)
C (5.69652, -1.11079, -1.29130)
C (6.63177, -1.37895, -0.11065)
C (7.54692, -0.17449, 0.12520)
C (8.45587, -0.40583, 1.32831)
C (6.68845, 1.07857, 0.31687)
C (5.74703, 1.27321, -0.87232)
S (2.74458, -1.45178, -0.54520)
C (1.39627, -0.52958, 0.06557)
C (0.13848, -0.97080, 0.40636)
O (-6.53409, -0.63119, 0.21765)
C (-7.18464, -1.35163, -0.82128)
C (-6.90426, -2.84914, -0.75549)
H (-7.63719, 1.50336, -0.13159)
H (-7.41754, 3.17470, -0.67327)
H (-7.36697, 1.84944, -1.84467)
H (-5.35109, 2.30365, 0.41056)
H (-5.08333, 2.72365, -1.29666)
H (-4.67230, -1.11915, -0.54488)
H (-5.07214, 0.71791, 1.87643)
H (-4.52979, -0.97514, 1.87876)
H (-2.99162, 1.18711, 0.59385)
H (-1.14456, 2.00878, 1.40034)
H (1.11461, 2.77394, 0.78534)
H (5.01779, -1.95062, -1.44758)
H (6.28511, -0.96453, -2.20399)
H (7.22471, -2.27211, -0.31165)
H (6.03297, -1.56242, 0.78410)
H (8.17202, -0.03472, -0.76489)
H (7.86417, -0.54851, 2.22980)
H (9.11219, 0.44769, 1.48064)
H (9.07060, -1.29022, 1.17817)
H (7.32383, 1.95856, 0.42472)
H (6.09211, 0.97612, 1.22585)
H (5.08085, 2.11998, -0.70996)
H (6.32592, 1.43449, -1.78779)
H (-0.14135, -2.00948, 0.32653)
H (-8.25153, -1.16442, -0.67235)
H (-6.88548, -0.94470, -1.79454)
H (-7.46553, -3.35993, -1.53311)
H (-5.84596, -3.05371, -0.89758)
H (-7.20298, -3.23841, 0.21423)

E_LUMO, hartree: 0.027
Calculated total energy, eV: -42659.95396
Total charge: 0
Relative energy (zero: lowest compared OMol25 entry of this formula, charge and spin), eV: 0.060
SMILES: CCOC(CNC(=O)c1ccc2nc(N3CCC(C)CC3)sc2c1)OCC
HOMO-LUMO gap, eV: 8.582

Quick look at the natural (NBO) charges, all values in e: C -0.64; C -0.07; O -0.55; C 0.37; C -0.27; N -0.61; C 0.67; O -0.63; C -0.17; C -0.18; C -0.25; C 0.22; N -0.56; C 0.34; N -0.43; C -0.20; C -0.41; C -0.22; C -0.60; C -0.41; C -0.22; S 0.30; C -0.25; C -0.16; O -0.55; C -0.07; C -0.63; H 0.22; H 0.21; H 0.21; H 0.16; H 0.19; H 0.16; H 0.20; H 0.25; H 0.40; H 0.21; H 0.22; H 0.22; H 0.20; H 0.21; H 0.21; H 0.19; H 0.20; H 0.21; H 0.21; H 0.21; H 0.21; H 0.25; H 0.19; H 0.24; H 0.19; H 0.18; H 0.21; H 0.21; H 0.21